[1]
ORCA calculation (the ωB97M-V functional and the def2-TZVPD basis) on C24H24N2O5 in the gas phase in a non-equilibrium geometry.

Values from the calculation:
SMILES = CCCCCCc1cc2cc(-c3nnc(-c4ccccc4OC)o3)c(=O)oc2cc1O
energy above the lowest of the compared OMol25 structures with the same formula, charge and spin = 41.75 kcal/mol
total charge = 0
HOMO = -7.88 eV
electronic energy = -38494.8909 eV

Cartesian coordinates (Å):
C (-7.4393, -1.3130, -2.3883)
C (-6.1642, -2.1027, -2.1169)
C (-5.8096, -2.1791, -0.6317)
C (-5.3838, -0.8376, -0.0395)
C (-4.9740, -0.9800, 1.4235)
C (-4.5857, 0.3634, 2.0522)
C (-3.3843, 0.9692, 1.3846)
C (-2.1386, 0.4021, 1.5183)
C (-1.0045, 0.9437, 0.8982)
C (0.2965, 0.3837, 0.9930)
C (1.3522, 0.9843, 0.3761)
C (2.6650, 0.3974, 0.4542)
N (2.9462, -0.7691, 0.9726)
N (4.2605, -0.9547, 0.8397)
C (4.7447, 0.1027, 0.2481)
C (6.1117, 0.4002, -0.1022)
C (6.4307, 1.6768, -0.5611)
C (7.7316, 2.0027, -0.8875)
C (8.7252, 1.0464, -0.7592)
C (8.4265, -0.2302, -0.3164)
C (7.1203, -0.5789, 0.0183)
O (6.7358, -1.7969, 0.4424)
C (7.6932, -2.8232, 0.5487)
O (3.7682, 1.0010, -0.0212)
C (1.1790, 2.2224, -0.3875)
O (2.0474, 2.8414, -0.9446)
O (-0.1007, 2.7057, -0.4724)
C (-1.1525, 2.1122, 0.1315)
C (-2.4047, 2.6936, -0.0202)
C (-3.5135, 2.1297, 0.5920)
O (-4.7411, 2.6795, 0.4545)
H (-7.6899, -1.3527, -3.4461)
H (-7.3207, -0.2698, -2.1079)
H (-8.2710, -1.7296, -1.8240)
H (-5.3328, -1.6508, -2.6626)
H (-6.2935, -3.1193, -2.4960)
H (-4.9912, -2.8922, -0.5036)
H (-6.6697, -2.5625, -0.0773)
H (-4.5430, -0.4404, -0.6133)
H (-6.2039, -0.1218, -0.1087)
H (-4.1336, -1.6732, 1.4975)
H (-5.8058, -1.4030, 1.9908)
H (-5.4246, 1.0542, 1.9745)
H (-4.3627, 0.2065, 3.1100)
H (-2.0175, -0.4854, 2.1206)
H (0.4594, -0.5260, 1.5511)
H (5.6400, 2.4056, -0.6545)
H (7.9707, 2.9945, -1.2378)
H (9.7472, 1.2916, -1.0081)
H (9.2212, -0.9545, -0.2323)
H (8.1602, -3.0416, -0.4174)
H (8.4688, -2.5786, 1.2816)
H (7.1402, -3.6971, 0.8879)
H (-2.4948, 3.5885, -0.6189)
H (-4.6914, 3.4651, -0.1045)

For each atom in turn, the Löwdin charge in e is: atom 1 (C): -0.115, atom 2 (C): -0.271, atom 3 (C): -0.229, atom 4 (C): -0.216, atom 5 (C): -0.199, atom 6 (C): -0.143, atom 7 (C): -0.166, atom 8 (C): 0.041, atom 9 (C): -0.137, atom 10 (C): 0.080, atom 11 (C): -0.038, atom 12 (C): -0.277, atom 13 (N): 0.103, atom 14 (N): 0.110, atom 15 (C): -0.250, atom 16 (C): -0.067, atom 17 (C): -0.010, atom 18 (C): -0.085, atom 19 (C): -0.078, atom 20 (C): -0.018, atom 21 (C): -0.220, atom 22 (O): -0.078, atom 23 (C): -0.072, atom 24 (O): 0.148, atom 25 (C): -0.385, atom 26 (O): 0.143, atom 27 (O): 0.142, atom 28 (C): -0.181, atom 29 (C): 0.080, atom 30 (C): -0.252, atom 31 (O): 0.076, atom 32 (H): 0.067, atom 33 (H): 0.062, atom 34 (H): 0.073, atom 35 (H): 0.105, atom 36 (H): 0.102, atom 37 (H): 0.111, atom 38 (H): 0.113, atom 39 (H): 0.120, atom 40 (H): 0.112, atom 41 (H): 0.110, atom 42 (H): 0.116, atom 43 (H): 0.111, atom 44 (H): 0.120, atom 45 (H): 0.132, atom 46 (H): 0.132, atom 47 (H): 0.122, atom 48 (H): 0.102, atom 49 (H): 0.105, atom 50 (H): 0.102, atom 51 (H): 0.097, atom 52 (H): 0.097, atom 53 (H): 0.097, atom 54 (H): 0.133, atom 55 (H): 0.119

***

[2]
ORCA calculation (the ωB97M-V functional and the def2-TZVPD basis) on a molecular structure, C24H25CoN5SSbSe4 in a non-equilibrium geometry.

Values from the calculation:
total charge = -2
HOMO = 0.35 eV
electronic energy = -349132.3344 eV

Cartesian coordinates (Å):
Co (-0.4268, -0.8194, -0.8423)
C (1.6487, -0.9646, -3.6673)
C (0.1762, -0.8800, -3.8798)
C (-0.2683, -0.9217, -5.2005)
C (-1.6162, -0.8929, -5.4942)
C (-2.4998, -0.8711, -4.4394)
C (-2.0109, -0.8465, -3.1423)
N (-0.6847, -0.7960, -2.8520)
C (-2.8930, -0.9601, -1.9938)
C (-4.2803, -1.0519, -2.0163)
C (-4.9551, -1.2186, -0.8210)
C (-4.2553, -1.2480, 0.3709)
C (-2.8720, -1.1146, 0.3359)
N (-2.2362, -1.0278, -0.8367)
C (-1.9782, -1.0775, 1.4726)
C (-2.4358, -0.9788, 2.7799)
C (-1.5318, -1.0587, 3.8162)
C (-0.2048, -1.2881, 3.5000)
C (0.2091, -1.3536, 2.1696)
C (1.6138, -1.7708, 1.8921)
N (-0.6575, -1.1635, 1.1636)
H (2.1167, -1.5161, -4.4800)
H (1.8838, -1.4860, -2.7439)
H (2.0830, 0.0361, -3.6104)
H (0.4688, -0.9991, -5.9862)
H (-1.9674, -0.9275, -6.5175)
H (-3.5681, -0.8956, -4.5994)
H (-4.8251, -0.9913, -2.9459)
H (-6.0319, -1.3291, -0.8192)
H (-4.7662, -1.3792, 1.3132)
H (-3.4915, -0.8251, 2.9543)
H (-1.8557, -0.9871, 4.8467)
H (0.5246, -1.4515, 4.2807)
H (2.2829, -1.4451, 2.6898)
H (1.9834, -1.4016, 0.9407)
H (1.6496, -2.8691, 1.8446)
Se (2.9222, -5.1448, 0.7487)
Sb (2.4600, -3.5832, -1.1302)
Se (1.9903, 0.2859, -0.7708)
Se (-0.1027, -3.2074, -1.0689)
Se (2.8648, -4.7388, -3.2892)
N (-0.0822, 1.6614, 0.4314)
C (1.1711, 1.3607, 0.5568)
N (1.8716, 1.7471, 1.6620)
C (3.2525, 2.1755, 1.5587)
C (3.3391, 3.7043, 1.5357)
C (2.6532, 4.2783, 2.7766)
C (1.1980, 3.8108, 2.8206)
C (1.1547, 2.2837, 2.8045)
H (3.6806, 1.7462, 0.6552)
H (3.8125, 1.7862, 2.4181)
H (2.8399, 4.0741, 0.6359)
H (4.3900, 4.0040, 1.4937)
H (2.7119, 5.3703, 2.7916)
H (3.1748, 3.9092, 3.6684)
H (0.6656, 4.1751, 1.9385)
H (0.6895, 4.1922, 3.7111)
H (0.1303, 1.9185, 2.7663)
H (1.6298, 1.8857, 3.7117)
S (-1.9384, 1.9838, -1.3615)
C (-0.8069, 1.0926, -0.5474)

For each atom in turn, the Löwdin charge in e is: atom 1 (Co): 0.028, atom 2 (C): -0.121, atom 3 (C): -0.266, atom 4 (C): -0.012, atom 5 (C): -0.059, atom 6 (C): -0.017, atom 7 (C): -0.220, atom 8 (N): 0.076, atom 9 (C): -0.233, atom 10 (C): 0.004, atom 11 (C): -0.056, atom 12 (C): 0.006, atom 13 (C): -0.185, atom 14 (N): -0.018, atom 15 (C): -0.181, atom 16 (C): -0.017, atom 17 (C): -0.064, atom 18 (C): -0.018, atom 19 (C): -0.274, atom 20 (C): -0.108, atom 21 (N): 0.087, atom 22 (H): 0.070, atom 23 (H): -0.081, atom 24 (H): 0.056, atom 25 (H): 0.113, atom 26 (H): 0.102, atom 27 (H): 0.098, atom 28 (H): 0.103, atom 29 (H): 0.102, atom 30 (H): 0.104, atom 31 (H): 0.101, atom 32 (H): 0.101, atom 33 (H): 0.114, atom 34 (H): 0.085, atom 35 (H): -0.064, atom 36 (H): 0.002, atom 37 (Se): -0.487, atom 38 (Sb): -0.154, atom 39 (Se): 0.795, atom 40 (Se): 0.102, atom 41 (Se): -0.531, atom 42 (N): -0.061, atom 43 (C): -0.716, atom 44 (N): -0.126, atom 45 (C): -0.191, atom 46 (C): -0.179, atom 47 (C): -0.219, atom 48 (C): -0.183, atom 49 (C): -0.174, atom 50 (H): 0.065, atom 51 (H): 0.124, atom 52 (H): 0.118, atom 53 (H): 0.104, atom 54 (H): 0.098, atom 55 (H): 0.105, atom 56 (H): 0.114, atom 57 (H): 0.103, atom 58 (H): 0.107, atom 59 (H): 0.122, atom 60 (S): 0.555, atom 61 (C): -0.848

***

[3]
ORCA calculation (the ωB97M-V functional and the def2-TZVPD basis) on a molecular structure, C24H25F3N3O5RuSSi in a non-equilibrium geometry.

Values from the calculation:
⟨S²⟩ = 0.78
2S+1 = 2
energy above the lowest of the compared OMol25 structures with the same formula, charge and spin = 51.59 kcal/mol
total charge = 0
HOMO (alpha / beta) = -6.89 / -6.91 eV
electronic energy = -69450.0017 eV

Cartesian coordinates (Å):
Ru (-0.0645, 0.5085, 0.2270)
O (2.9286, 0.9179, 3.5085)
C (1.8891, 0.8487, 2.6765)
O (1.9504, 0.3041, 1.6019)
C (0.6455, 1.4918, 3.1856)
C (0.5910, 1.9894, 4.4708)
C (-0.6200, 2.5559, 4.8899)
C (-1.6623, 2.6112, 4.0148)
C (-1.5332, 2.1002, 2.6848)
N (-0.3560, 1.5179, 2.3031)
C (-2.5975, 2.2259, 1.7801)
O (-3.7093, 2.9208, 2.0604)
O (-2.6509, 1.8026, 0.5362)
H (3.6662, 0.4618, 3.0762)
H (1.4503, 1.9233, 5.1186)
H (-0.7301, 2.9422, 5.8939)
H (-2.5919, 3.0388, 4.3662)
H (-3.6288, 3.3793, 2.9020)
F (2.2277, 4.4265, -2.5319)
C (0.9294, 4.4387, -2.8786)
F (0.8458, 5.0420, -4.0787)
F (0.2894, 5.2263, -1.9951)
C (0.3454, 3.0575, -2.9193)
C (-0.1873, 2.5365, -4.0804)
C (-0.7140, 1.2512, -4.0736)
C (-0.6951, 0.5323, -2.8963)
N (-0.1825, 1.0302, -1.7702)
C (0.3406, 2.2667, -1.7654)
S (0.9446, 2.5889, -0.1923)
H (-0.1871, 3.1298, -4.9845)
H (-1.1286, 0.8081, -4.9669)
H (-1.0867, -0.4676, -2.8469)
C (-2.9654, -0.0101, -0.9641)
C (-2.1464, 0.4799, 0.1910)
O (-1.7714, -0.3008, 1.1089)
H (-3.9063, -0.3966, -0.5664)
H (-2.4431, -0.8340, -1.4410)
H (-3.1854, 0.7848, -1.6727)
C (2.7868, -0.4927, -1.8375)
Si (1.5348, -1.8631, -1.5346)
C (0.7914, -2.3597, -3.2169)
C (2.5361, -3.3542, -0.9548)
N (0.4140, -1.4175, -0.2818)
C (-0.0332, -2.4467, 0.5553)
C (-0.4853, -3.6631, 0.0221)
C (-0.8778, -4.7142, 0.8368)
C (-0.8651, -4.5788, 2.2168)
C (-0.4462, -3.3728, 2.7630)
C (-0.0311, -2.3300, 1.9528)
H (3.2429, -0.6294, -2.8230)
H (3.5799, -0.5644, -1.0892)
H (2.3943, 0.5223, -1.7896)
H (1.3404, -3.2152, -3.6210)
H (0.8588, -1.5653, -3.9627)
H (-0.2557, -2.6632, -3.1319)
H (3.5422, -3.2861, -1.3804)
H (2.1126, -4.3125, -1.2577)
H (2.6294, -3.3641, 0.1332)
H (-0.5374, -3.7780, -1.0550)
H (-1.2107, -5.6404, 0.3831)
H (-1.1812, -5.3939, 2.8549)
H (-0.4339, -3.2429, 3.8393)
H (0.2937, -1.4046, 2.4070)

For each atom in turn, the Löwdin charge in e is: atom 1 (Ru): 1.153, atom 2 (O): 0.142, atom 3 (C): -0.472, atom 4 (O): 0.021, atom 5 (C): -0.198, atom 6 (C): 0.009, atom 7 (C): -0.043, atom 8 (C): 0.007, atom 9 (C): -0.163, atom 10 (N): 0.070, atom 11 (C): -0.310, atom 12 (O): 0.147, atom 13 (O): 0.076, atom 14 (H): 0.145, atom 15 (H): 0.117, atom 16 (H): 0.115, atom 17 (H): 0.110, atom 18 (H): 0.098, atom 19 (F): 0.137, atom 20 (C): -0.598, atom 21 (F): 0.133, atom 22 (F): 0.135, atom 23 (C): -0.110, atom 24 (C): 0.014, atom 25 (C): -0.028, atom 26 (C): -0.133, atom 27 (N): -0.108, atom 28 (C): -0.659, atom 29 (S): 0.753, atom 30 (H): 0.126, atom 31 (H): 0.113, atom 32 (H): 0.091, atom 33 (C): 0.003, atom 34 (C): -0.605, atom 35 (O): -0.084, atom 36 (H): 0.102, atom 37 (H): 0.071, atom 38 (H): 0.090, atom 39 (C): -0.170, atom 40 (Si): 0.406, atom 41 (C): -0.187, atom 42 (C): -0.170, atom 43 (N): -0.195, atom 44 (C): -0.387, atom 45 (C): -0.065, atom 46 (C): -0.095, atom 47 (C): -0.114, atom 48 (C): -0.093, atom 49 (C): -0.059, atom 50 (H): 0.033, atom 51 (H): 0.030, atom 52 (H): -0.011, atom 53 (H): 0.028, atom 54 (H): 0.013, atom 55 (H): 0.016, atom 56 (H): 0.029, atom 57 (H): 0.027, atom 58 (H): 0.035, atom 59 (H): 0.092, atom 60 (H): 0.098, atom 61 (H): 0.092, atom 62 (H): 0.098, atom 63 (H): 0.080